No. 1
C5H9Br3O as an isolated structure in a non-equilibrium geometry. Source: the Open Molecules 2025 dataset; level of theory: the ωB97M-V functional and the def2-TZVPD basis.

XYZ file:
```
18
Properties=species:S:1:pos:R:3:nbo_charge:R:1
C -0.451 -1.078 1.013 -0.6006
C -1.454 1.164 0.481 -0.5951
C -0.513 -0.270 -1.364 -0.6032
C -0.357 0.150 0.108 -0.2063
C 0.967 0.816 0.263 -0.1646
O 2.807 -0.819 -1.366 -0.6747
Br 1.399 2.278 -0.783 0.1623
Br 2.157 0.420 1.596 0.2113
Br 3.730 -1.597 -0.196 0.5023
H 0.331 -1.794 0.766 0.2214
H -1.414 -1.563 0.872 0.2171
H -0.358 -0.803 2.061 0.2157
H -2.429 0.698 0.355 0.2157
H -1.405 2.046 -0.155 0.2183
H -1.350 1.479 1.519 0.2114
H -1.391 -0.903 -1.470 0.2111
H 0.365 -0.822 -1.691 0.2417
H -0.632 0.598 -2.010 0.2162
```

The frontier orbital gap (alpha / beta) is 9.09 / 5.73 eV. The relative energy (zero: lowest compared OMol25 entry of this formula, charge and spin) is 372.90 kJ/mol.

---

No. 2
C13H7Cl2GaInN3O3 as an isolated structure in a non-equilibrium geometry. Source: the Open Molecules 2025 dataset; level of theory: the ωB97M-V functional and the def2-TZVPD basis.

XYZ file:
```
30
Properties=species:S:1:pos:R:3:nbo_charge:R:1
In -4.477 4.907 1.608 1.3053
Ga -2.396 2.487 0.935 1.3073
Cl -3.408 3.518 -0.758 -0.3297
Cl -1.786 4.269 2.221 -0.3387
C -0.767 1.735 -0.138 0.3791
C -6.700 6.572 1.012 0.4530
C -4.987 7.425 2.434 0.4484
O -0.417 2.279 -1.165 -0.3676
O -7.573 7.312 1.032 -0.2998
O -5.338 8.474 2.740 -0.2833
N 4.466 -6.469 -2.702 0.0899
C 3.938 -5.527 -2.248 0.2705
C 3.255 -4.407 -1.655 -0.0019
C 2.554 -3.498 -2.463 -0.0583
C 1.877 -2.427 -1.886 -0.1688
C 1.872 -2.303 -0.493 0.2544
C 2.597 -3.172 0.330 -0.2023
C 3.272 -4.241 -0.265 -0.0430
N 1.076 -1.302 0.083 -0.2958
C 0.808 -1.111 1.457 0.0148
C 0.012 -0.037 1.576 -0.0197
N -0.134 0.519 0.281 -0.3981
C 0.462 -0.325 -0.606 0.3401
H 2.548 -3.621 -3.546 0.2922
H 1.345 -1.709 -2.510 0.2440
H 2.641 -3.023 1.410 0.2675
H 3.832 -4.944 0.354 0.2962
H 1.200 -1.773 2.207 0.2905
H -0.410 0.492 2.405 0.2665
H 0.641 -0.099 -1.648 0.2872
```

The frontier orbital gap (alpha / beta) is 6.16 / 5.10 eV. As for the charge: +4. The relative energy (zero: lowest compared OMol25 entry of this formula, charge and spin) is 0.00 kJ/mol.

---

No. 3
A 2-piece molecular cluster, C3H9O2 overall in a non-equilibrium geometry. Source: the Open Molecules 2025 dataset; level of theory: the ωB97M-V functional and the def2-TZVPD basis.

XYZ file:
```
14
Properties=species:S:1:pos:R:3:nbo_charge:R:1
C 0.636 1.490 2.328 -0.2230
O -0.352 1.371 1.374 -0.8236
H 1.409 0.700 2.357 0.1492
H 0.216 1.623 3.341 0.1220
H 1.269 2.383 2.094 0.1127
C 0.229 -0.733 -1.132 -0.0149
O 0.066 -0.755 0.216 -0.9041
C -0.969 -1.330 -1.928 -0.6482
H 1.174 -1.257 -1.437 0.0821
H 0.382 0.278 -1.569 0.0915
H -0.200 0.448 0.832 0.5037
H -1.770 -1.767 -1.335 0.2028
H -0.682 -2.012 -2.740 0.1699
H -1.408 -0.440 -2.401 0.1797
```

The frontier orbital gap is 7.82 eV. As for the charge: -1. The relative energy (zero: lowest compared OMol25 entry of this formula, charge and spin) is 67.07 kJ/mol.

---

Q: relative energy (zero: lowest compared OMol25 entry of this formula, charge and spin) of number 1 (C5H9Br3O)?
A: 372.90 kJ/mol